{
  "formula": "C17H27BClN4O12P",
  "method": "wB97M-V/def2-TZVPD",
  "gap_ev": 8.08,
  "symbols": ["C", "C", "N", "C", "C", "C", "O", "C", "N", "N", "C", "O", "P", "O", "Cl", "N", "B", "C", "O", "C", "O", "O", "H", "H", "H", "H", "H", "H", "H", "H", "H", "H", "H", "H", "H", "H", "H", "C", "C", "C", "O", "C", "O", "O", "H", "H", "H", "H", "H", "H", "C", "C", "C", "O", "C", "O", "O", "H", "H", "H", "H", "H", "H"],
  "coordinates": [[1.002, 3.919, -0.586], [0.810, 2.670, -1.045], [0.675, 1.546, -0.121], [2.040, 0.956, 0.041], [2.805, 1.600, 1.240], [3.699, 0.499, 1.843], [2.948, -0.428, 2.631], [-0.212, 0.580, -0.686], [0.270, -0.237, -1.747], [-0.437, -0.055, -2.973], [0.272, 0.439, -3.853], [0.847, 1.089, -4.625], [0.521, -1.948, -1.369], [0.419, -2.148, 0.257], [2.587, -2.216, -1.714], [-1.375, 0.538, -0.184], [-1.839, 1.469, 0.943], [-3.120, 2.319, 0.614], [-1.143, 1.554, 2.128], [-2.396, -0.453, -0.678], [-2.584, -1.498, -0.069], [-3.000, -0.083, -1.657], [0.396, 4.716, -1.016], [1.782, 4.116, 0.151], [0.810, 2.468, -2.121], [2.646, 1.178, -0.848], [2.023, -0.122, 0.221], [2.076, 1.911, 1.998], [3.462, 2.407, 0.900], [4.118, -0.092, 1.007], [4.544, 0.886, 2.419], [2.022, -0.360, 2.378], [1.272, -1.934, 0.670], [-3.363, 2.245, -0.455], [-3.000, 3.368, 0.872], [-3.993, 1.909, 1.143], [-1.608, 0.978, 2.753], [5.176, -6.523, -5.233], [5.585, -5.614, -4.099], [4.532, -5.428, -3.037], [4.872, -4.143, -2.505], [5.484, -3.450, -3.502], [5.728, -2.290, -3.462], [5.769, -4.265, -4.552], [5.155, -7.563, -4.907], [4.189, -6.256, -5.614], [5.874, -6.429, -6.066], [6.531, -5.954, -3.668], [4.572, -6.191, -2.262], [3.517, -5.376, -3.438], [-6.722, 1.920, 5.560], [-6.511, 3.021, 4.548], [-7.025, 2.708, 3.167], [-6.185, 3.529, 2.346], [-5.012, 3.689, 3.012], [-4.031, 4.155, 2.537], [-5.114, 3.231, 4.288], [-7.772, 1.848, 5.840], [-6.400, 0.956, 5.163], [-6.130, 2.108, 6.456], [-6.925, 3.961, 4.925], [-8.072, 2.969, 3.033], [-6.875, 1.665, 2.878]]
}

***

{
  "formula": "C17H27BNO4P2Sn",
  "method": "wB97M-V/def2-TZVPD",
  "de_lowest_ev": 0.7289,
  "total_charge": 3,
  "gap_ev": [3.30, 4.42],
  "symbols": ["Sn", "P", "C", "C", "N", "C", "C", "C", "C", "C", "P", "H", "H", "H", "H", "H", "H", "H", "H", "O", "H", "H", "O", "H", "C", "H", "H", "H", "C", "H", "H", "H", "C", "H", "H", "H", "C", "H", "H", "H", "O", "B", "O", "C", "C", "C", "C", "C", "C", "H", "H", "H", "H"],
  "coordinates": [[0.186, 0.797, -0.229], [2.418, -0.549, -0.153], [2.480, -1.065, -1.860], [1.213, -1.154, -2.566], [0.039, -0.674, -1.982], [-1.181, -1.104, -2.404], [-1.283, -2.091, -3.401], [-0.137, -2.506, -4.052], [1.101, -1.976, -3.714], [-2.451, -0.599, -1.725], [-2.294, 1.010, -0.901], [2.016, -2.189, -4.260], [-2.248, -2.508, -3.588], [-0.201, -3.242, -4.842], [-3.295, -0.498, -2.431], [-2.780, -1.321, -0.952], [2.590, 1.836, -3.649], [3.286, -0.728, -2.523], [0.793, 3.408, -2.921], [3.036, 2.712, -3.552], [3.948, 2.466, -3.279], [0.588, 2.656, -1.472], [0.502, 3.617, -1.983], [1.044, 4.231, -1.489], [-2.583, 2.197, -2.241], [-3.605, 2.034, -2.624], [-2.537, 3.229, -1.852], [-1.865, 2.063, -3.068], [-3.663, 1.135, 0.263], [-3.586, 2.075, 0.833], [-4.621, 1.125, -0.288], [-3.637, 0.309, 0.983], [2.083, -2.164, 0.683], [3.045, -2.628, 0.979], [1.395, -2.163, 1.536], [1.630, -2.805, -0.104], [3.975, 0.224, 0.433], [3.936, 0.560, 1.490], [4.792, -0.526, 0.337], [4.172, 1.112, -0.201], [-0.148, -1.139, 2.534], [-0.420, 0.110, 1.887], [-1.015, 0.946, 2.881], [-1.020, 0.258, 4.063], [-1.227, 0.705, 5.345], [-0.902, -0.111, 6.417], [-0.368, -1.376, 6.197], [-0.180, -1.832, 4.904], [-0.471, -1.002, 3.848], [-1.615, 1.708, 5.507], [-1.026, 0.248, 7.440], [-0.128, -2.014, 7.042], [0.220, -2.810, 4.701]]
}

***

{
  "formula": "C17H27Br4GdN5O2",
  "method": "wB97M-V/def2-TZVPD",
  "de_lowest_ev": 0.0000,
  "total_charge": 1,
  "gap_ev": [6.20, 4.46],
  "s_squared": 16.0690,
  "multiplicity": 8,
  "symbols": ["Gd", "N", "C", "C", "N", "C", "C", "N", "C", "C", "N", "H", "H", "H", "H", "H", "H", "H", "H", "H", "H", "H", "H", "H", "H", "H", "H", "H", "H", "Br", "C", "C", "Br", "C", "Br", "C", "O", "C", "O", "C", "Br", "C", "C", "C", "C", "C", "N", "H", "H", "H", "H", "H", "H", "H", "H", "H"],
  "coordinates": [[-9.050, -15.872, 2.026], [-10.995, -17.091, 0.925], [-11.386, -18.269, 1.772], [-10.184, -19.156, 2.117], [-8.981, -18.420, 2.634], [-8.978, -18.527, 4.099], [-10.185, -17.835, 4.742], [-10.392, -16.398, 4.153], [-7.736, -19.037, 2.125], [-7.305, -18.685, 0.671], [-7.233, -17.260, 0.468], [-11.708, -16.337, 0.992], [-10.861, -17.301, -0.051], [-12.166, -18.849, 1.236], [-11.903, -17.853, 2.606], [-9.885, -19.626, 1.164], [-10.629, -19.922, 2.780], [-8.016, -17.985, 4.394], [-8.946, -19.553, 4.420], [-10.017, -17.653, 5.767], [-11.135, -18.395, 4.632], [-10.042, -15.772, 4.856], [-11.446, -16.269, 4.129], [-7.772, -20.170, 2.190], [-6.933, -18.709, 2.834], [-8.019, -19.172, 0.008], [-6.276, -19.116, 0.512], [-7.429, -17.023, -0.526], [-6.322, -16.918, 0.789], [-5.093, -10.727, 5.175], [-6.211, -12.319, 4.933], [-6.023, -13.520, 5.741], [-5.726, -13.243, 7.592], [-6.195, -14.741, 5.146], [-5.215, -16.289, 5.618], [-6.985, -14.819, 3.994], [-7.296, -15.961, 3.395], [-7.660, -13.628, 3.475], [-8.750, -13.848, 2.853], [-7.163, -12.347, 3.928], [-7.677, -10.771, 2.961], [-10.222, -13.633, -3.010], [-9.242, -12.997, -1.988], [-7.786, -12.780, -2.597], [-9.798, -11.708, -1.393], [-9.023, -13.904, -0.873], [-9.065, -14.722, -0.029], [-10.559, -12.861, -3.687], [-11.087, -13.998, -2.491], [-9.771, -14.424, -3.591], [-7.801, -11.936, -3.355], [-7.438, -13.680, -3.161], [-7.067, -12.540, -1.773], [-9.850, -10.926, -2.130], [-9.269, -11.349, -0.495], [-10.824, -11.793, -1.040]]
}